DFT (ωB97M-V/def2-TZVPD) results for C24H17BrCrF3O4 as an isolated structure.

Summary:
2S+1   5
Orbital gap (alpha / beta)   6.65 / 6.71 eV
HOMO energy (alpha / beta)   -4.38 / -4.43 eV
⟨S²⟩   6.012
Total charge   -1
Molar mass   558.3 g mol⁻¹

Geometry as XYZ:
```
50
C24H17BrCrF3O4, DFT ωB97M-V/def2-TZVPD
Cr -6.96766 -5.04927 27.79199
Br -4.97356 -6.09441 28.86966
C -6.95848 -1.68755 25.25637
C -7.21952 -2.75804 26.04664
C -8.65428 -3.08619 26.45509
O -8.79435 -4.14377 27.18050
C -9.67912 -2.31236 26.00384
C -9.45925 -1.19764 25.12179
C -8.00220 -0.86049 24.72349
O -7.80580 0.09674 23.99956
O -10.35755 -0.47671 24.72277
O -6.31512 -3.54133 26.53240
H -5.91085 -1.49866 25.05728
H -10.69688 -2.60776 26.23285
F -7.07051 -6.41214 26.15010
C -7.51295 -7.58546 25.62722
C -6.75434 -8.71265 25.82449
C -7.18386 -9.90082 25.25371
C -8.41150 -9.96373 24.60879
C -9.16956 -8.81395 24.44910
C -8.71831 -7.60360 24.96292
H -5.83268 -8.67976 26.39244
H -6.61680 -10.80746 25.41828
H -8.71227 -10.88739 24.13060
H -10.09235 -8.84234 23.88563
H -9.24134 -6.67161 24.78454
F -7.66549 -3.98665 29.69542
C -8.51695 -3.54126 30.65479
C -9.53263 -2.69463 30.27040
C -10.31978 -2.15582 31.26996
C -10.13220 -2.53802 32.59529
C -9.15541 -3.46226 32.93236
C -8.31036 -3.95228 31.95210
H -9.67148 -2.48013 29.21665
H -11.09338 -1.42452 31.07741
H -10.74324 -2.06702 33.35502
H -9.00678 -3.74265 33.96695
H -7.49842 -4.63765 32.15972
F -8.41776 -6.72160 28.60577
C -8.91903 -7.96354 28.83613
C -10.29210 -8.11685 28.86418
C -10.80358 -9.38053 29.10030
C -9.94830 -10.43772 29.36572
C -8.56764 -10.25790 29.23503
C -8.03456 -8.99317 29.04476
H -10.88536 -7.24445 28.62007
H -11.87697 -9.51986 29.13650
H -10.28472 -11.40482 29.71500
H -7.91832 -11.11297 29.37302
H -6.96643 -8.81276 29.03796
```